(1)
11
Properties=species:S:1:pos:R:3 method="wB97M-V/def2-TZVPD" homo_lumo_gap_ev=9.79 homo_ev=-10.435 e_above_lowest_kcal_mol=94.9 energy_ha=-248.1238
C -1.599 -0.121 -0.226
C -0.216 0.505 -0.315
C -0.165 1.434 -1.232
C 0.896 0.038 0.605
C 2.131 -0.343 -0.096
N 3.102 -0.653 -0.641
H -2.293 0.318 -0.950
H -2.013 0.032 0.775
H -1.533 -1.195 -0.427
H 1.141 0.816 1.335
H 0.549 -0.830 1.173

---

(2)
93
Properties=species:S:1:pos:R:3 method="wB97M-V/def2-TZVPD" homo_lumo_gap_ev=7.33 homo_ev=-8.774 e_above_lowest_kcal_mol=252.7 smiles="Cc1cccc(Cc2c(N)cc3c(c2P(=O)(O)O)C(=O)C=C(F)C3=O)c1.CCOP(=O)(OCC)OCC.CCOP(=O)(OCC)OCC" energy_ha=-3326.5807
C 1.001 -2.271 3.957
C 2.496 -1.661 3.934
C 3.579 -2.205 2.932
C 5.012 -1.587 3.013
C 5.354 -0.455 4.052
C 4.301 0.137 5.060
C 4.688 1.281 6.141
C 3.642 1.182 7.352
C 4.021 0.157 8.493
N 5.256 -0.652 8.453
C 3.085 -0.048 9.734
C 1.768 0.763 9.747
C 1.362 1.765 8.600
C 2.314 2.019 7.363
P 1.762 3.240 6.039
O 1.637 4.696 6.533
O 2.761 3.290 4.654
O 0.217 2.675 5.494
C -0.043 2.501 8.807
O -0.318 3.664 8.445
C -1.163 1.646 9.599
C -0.792 0.737 10.637
F -1.756 -0.011 11.394
C 0.777 0.542 10.972
O 1.193 0.201 12.114
C 2.858 -0.505 4.962
H 0.617 -2.502 2.890
H 0.961 -3.243 4.584
H 0.275 -1.538 4.475
H 3.319 -3.048 2.204
H 5.814 -1.989 2.291
H 6.432 -0.050 4.097
H 5.715 0.970 6.577
H 4.834 2.328 5.717
H 5.275 -1.199 9.323
H 6.093 -0.067 8.331
H 3.352 -0.765 10.577
H 2.365 2.829 3.876
H 0.471 2.019 4.789
H -2.283 1.738 9.395
H 1.993 -0.198 5.657
C -0.977 -1.268 -3.604
C -0.833 -0.521 -2.293
O 0.486 -0.642 -1.781
P 1.650 0.466 -2.199
O 0.895 1.714 -1.730
O 2.613 0.305 -0.863
C 2.942 1.432 -0.062
C 2.015 1.509 1.136
O 2.561 -0.849 -2.819
C 2.540 -1.110 -4.215
C 2.546 0.142 -5.069
H -0.420 -0.764 -4.397
H -2.026 -1.320 -3.908
H -0.586 -2.286 -3.518
H -1.123 0.526 -2.418
H -1.505 -0.959 -1.550
H 2.922 2.354 -0.649
H 3.970 1.300 0.285
H 0.965 1.508 0.834
H 2.210 2.412 1.722
H 2.153 0.636 1.782
H 1.683 -1.743 -4.452
H 3.435 -1.697 -4.442
H 1.631 0.727 -4.923
H 2.613 -0.118 -6.128
H 3.391 0.786 -4.809
C -7.575 -2.077 -9.526
C -7.442 -1.336 -8.209
O -6.129 -1.466 -7.684
P -4.955 -0.361 -8.084
O -5.710 0.888 -7.617
O -4.008 -0.533 -6.738
C -3.683 0.589 -5.928
C -4.622 0.664 -4.739
O -4.044 -1.677 -8.701
C -4.050 -1.931 -10.098
C -4.029 -0.675 -10.946
H -7.008 -1.572 -10.310
H -8.621 -2.123 -9.841
H -7.189 -3.096 -9.440
H -7.725 -0.288 -8.332
H -8.124 -1.775 -7.476
H -3.692 1.513 -6.510
H -2.658 0.451 -5.570
H -5.669 0.669 -5.049
H -4.429 1.562 -4.147
H -4.493 -0.212 -4.097
H -4.908 -2.559 -10.347
H -3.156 -2.522 -10.318
H -4.943 -0.087 -10.807
H -3.951 -0.931 -12.005
H -3.184 -0.037 -10.673

---

(3)
48
Properties=species:S:1:pos:R:3 method="wB97M-V/def2-TZVPD" homo_lumo_gap_ev="4.63 / 6.63" homo_ev="-4.060 / -8.652" e_above_lowest_kcal_mol=5.1 energy_ha=-1585.6072 multiplicity=5
C -2.623 2.374 -2.524
C -2.061 1.553 -1.520
N -0.703 1.394 -1.451
C 0.096 1.938 -2.380
C -0.436 2.694 -3.431
C -1.808 2.916 -3.507
C -2.908 0.738 -0.663
P -2.056 0.185 0.848
Rh 0.103 0.094 0.075
P 1.991 0.343 -1.146
C 1.597 1.744 -2.281
O -3.129 -1.253 -2.410
O -0.777 -1.570 -3.069
H -3.701 2.529 -2.518
H 0.269 3.080 -4.165
H -2.224 3.494 -4.332
C -2.299 1.199 2.352
C -2.918 -1.379 1.177
H 2.027 1.554 -3.275
H 2.076 2.652 -1.877
H -3.227 -0.431 -1.748
H -3.921 1.141 -0.520
C 3.540 0.771 -0.314
C 2.339 -1.016 -2.295
H -0.729 -1.629 -0.978
H -0.621 -2.478 -3.373
H -1.827 -1.463 -2.883
H -3.880 -1.295 -3.026
H 0.509 1.388 0.973
H -0.097 -1.195 -1.294
H -3.368 1.322 2.579
H -1.811 0.696 3.201
H -1.832 2.184 2.221
H -3.936 -1.168 1.529
H -2.960 -1.950 0.241
H -2.367 -1.942 1.939
H 3.158 -0.733 -2.970
H 2.622 -1.893 -1.703
H 1.427 -1.240 -2.863
H 4.329 0.991 -1.048
H 3.370 1.641 0.333
H 3.841 -0.082 0.307
C 1.459 -0.650 2.602
C 1.152 -1.132 1.238
O 1.463 -2.247 0.801
H 0.955 0.304 2.789
H 2.545 -0.502 2.704
H 1.113 -1.393 3.335

---

(4)
22
Properties=species:S:1:pos:R:3 method="wB97M-V/def2-TZVPD" homo_lumo_gap_ev="8.37 / 5.90" homo_ev="-7.687 / -8.482" energy_ha=-1468.3559 multiplicity=3
C 0.082 0.029 -1.719
C -0.032 0.695 -0.470
C -0.857 0.050 -2.833
C -0.867 -1.724 1.323
C 1.799 1.124 1.279
C -0.103 -0.500 1.765
C 0.806 0.103 0.640
S 1.317 -1.196 -2.142
S -1.878 2.923 -1.526
S -1.181 1.829 -0.117
H -1.481 0.965 -2.944
H -1.507 -0.805 -2.614
H -0.304 -0.101 -3.770
H -0.211 -2.601 1.288
H -1.474 -1.550 0.300
H -1.597 -2.065 2.144
H 2.430 1.702 0.706
H 2.629 0.509 1.926
H 1.418 1.782 1.980
H -0.876 0.231 2.054
H 0.589 -0.671 2.631
H 1.297 -0.732 0.099

---

(5)
20
Properties=species:S:1:pos:R:3 method="wB97M-V/def2-TZVPD" homo_lumo_gap_ev=9.84 homo_ev=-8.982 e_above_lowest_kcal_mol=82.5 smiles="NC(=O)[C@@]1(c2ccon2)C=CON1" energy_ha=-660.7810
N -0.468 2.582 -0.607
C 0.081 1.477 -1.229
O 0.315 1.512 -2.434
C 0.240 0.155 -0.467
C 0.268 0.047 0.988
C 0.650 -1.098 1.745
C 0.391 -0.701 3.057
O -0.047 0.569 3.046
N -0.109 1.035 1.728
C -1.180 -0.720 -1.023
C -0.697 -1.748 -1.676
O 0.696 -1.834 -1.725
N 1.238 -0.652 -1.039
H -0.372 2.672 0.351
H -0.563 3.338 -1.214
H 1.041 -1.973 1.401
H 0.179 -1.220 4.010
H -2.256 -0.551 -0.761
H -1.138 -2.670 -2.301
H 1.731 -0.219 -1.847

---

(6)
45
Properties=species:S:1:pos:R:3 method="wB97M-V/def2-TZVPD" homo_lumo_gap_ev=8.36 homo_ev=-7.969 e_above_lowest_kcal_mol=45.8 smiles="O=C(c1cccc2ccccc12)[C@H]1CCCN(C2CCC2)C1" energy_ha=-905.8882
O -3.323 0.170 -0.374
C -2.188 0.091 0.031
C -1.043 0.683 -0.721
C -0.692 0.124 -1.924
C 0.407 0.606 -2.646
C 1.142 1.652 -2.167
C 0.785 2.286 -0.959
C 1.504 3.394 -0.461
C 1.123 4.016 0.693
C -0.005 3.566 1.398
C -0.717 2.490 0.947
C -0.335 1.808 -0.229
C -1.867 -0.673 1.316
C -2.518 -2.061 1.231
C -1.774 -2.913 0.206
C -0.281 -2.946 0.525
N 0.238 -1.593 0.528
C 1.661 -1.433 0.399
C 2.655 -2.333 1.180
C 3.458 -2.524 -0.115
C 2.312 -1.892 -0.921
C -0.372 -0.834 1.598
H -1.257 -0.710 -2.311
H 0.668 0.136 -3.583
H 2.000 2.021 -2.712
H 2.360 3.746 -1.019
H 1.678 4.865 1.067
H -0.308 4.080 2.298
H -1.595 2.157 1.481
H -2.336 -0.120 2.138
H -3.566 -1.955 0.947
H -2.471 -2.540 2.212
H -1.916 -2.487 -0.787
H -2.172 -3.929 0.205
H -0.140 -3.438 1.505
H 0.244 -3.533 -0.229
H 1.877 -0.375 0.574
H 2.201 -3.256 1.531
H 3.178 -1.859 2.008
H 3.705 -3.553 -0.370
H 4.367 -1.928 -0.138
H 1.713 -2.620 -1.461
H 2.586 -1.092 -1.604
H -0.255 -1.339 2.575
H 0.112 0.141 1.671